Formula: CH22O10
Source: the Open Molecules 2025 dataset
Level of theory: ωB97M-V with the def2-TZVPD basis set

Geometry as XYZ:
```
33
Properties=species:S:1:pos:R:3:lowdin_charge:R:1
O -0.34278 0.09918 -0.00378 0.286
H -0.41982 0.65529 -0.78250 0.100
H 0.49210 0.14129 0.46825 0.097
H -1.10903 0.11630 0.57429 0.088
C 2.87817 1.29995 0.86294 -0.108
O 2.20682 0.16913 1.36876 -0.057
H 2.33496 2.21728 1.08994 0.107
H 3.88292 1.52769 1.21886 0.096
H 2.89863 1.16628 -0.21864 0.113
O -2.15813 0.92579 1.92538 -0.013
H -2.15672 1.57844 2.62559 0.071
H -2.17352 0.08443 2.38157 0.039
O -0.74837 -1.50043 -2.63037 -0.054
H -1.50307 -1.04281 -3.00085 0.023
H -0.05758 -1.39241 -3.28410 0.035
O 1.06678 4.05236 -1.32964 -0.048
H 0.44020 3.34970 -1.50250 -0.015
H 1.09970 4.55081 -2.14616 0.041
O -3.42145 -1.22295 -1.04495 -0.047
H -2.82236 -1.46498 -0.33873 -0.024
H -3.83640 -2.04679 -1.30055 0.045
O 3.04306 -2.25065 -0.17858 -0.032
H 2.46798 -2.97976 0.05362 0.040
H 2.76660 -1.53517 0.39403 -0.026
O -0.06106 -1.40156 3.14669 -0.021
H 0.74373 -0.99582 2.82432 0.025
H -0.30941 -0.87272 3.90490 0.064
O -0.42044 1.41519 -2.48207 -0.019
H 0.37243 1.42278 -3.01830 0.075
H -1.07032 1.88132 -3.00800 0.084
O -1.42902 -2.33775 0.91758 -0.041
H -1.49377 -3.26186 0.67662 0.068
H -1.16083 -2.34754 1.83639 0.007
```

Results
DFT total energy: -21860.0847 eV
total charge: +1
energy relative to the best compared isomer or geometry (same formula, charge and spin): 1.3 kcal per mole
expectation value of S²: 0.754
highest occupied orbital energy (spin up / spin down): -13.97 / -13.97 eV
2S+1: 2